A 12-piece molecular cluster, C60H156N12O18 overall at a distorted geometry. Source: the OMol25 dataset; level of theory: ωB97M-V with the def2-TZVPD basis set.

SMILES	COC[C@H](C)N.COC[C@H](C)N.COC[C@H](C)N.COC[C@H](C)N.COC[C@H](C)N.COC[C@H](C)N.COCCNCCOC.COCCNCCOC.COCCNCCOC.COCCNCCOC.COCCNCCOC.COCCNCCOC
calculated total energy	-119474.784	eV
LUMO level	0.5	eV
HOMO	-8.442	eV
energy relative to the best compared isomer or geometry (same formula, charge and spin)	0.000	eV

Last column: Löwdin charge in e.
Element x y z (Å)
C 2.5313 0.7373 4.1033  -0.139
O 2.9845 2.0364 3.8529  -0.230
C 3.5581 2.6210 5.0389  -0.203
C 3.8103 4.0967 4.8341  -0.213
N 2.5804 4.8410 4.8509  -0.034
C 1.7052 4.8428 3.6736  -0.179
C 2.3413 5.2683 2.3861  -0.220
O 2.7950 6.6008 2.5936  -0.176
C 3.3114 7.1530 1.4107  -0.123
H 3.2500 0.0492 4.5688  0.095
H 2.3052 0.2666 3.1248  0.084
H 1.5275 0.7331 4.6205  0.083
H 4.4961 2.0754 5.3218  0.131
H 2.8737 2.4054 5.8782  0.113
H 4.5126 4.1303 3.9979  0.108
H 4.3526 4.3941 5.7431  0.129
H 2.7050 5.7897 5.1661  0.106
H 0.8414 5.4681 3.8503  0.118
H 1.3536 3.8155 3.5299  0.080
H 1.5699 5.1922 1.6022  0.122
H 3.1639 4.6535 2.0709  0.087
H 3.6804 8.1626 1.5785  0.081
H 2.4936 7.2546 0.6448  0.099
H 4.1533 6.5688 0.9586  0.088
C -4.3339 -6.4523 3.1878  -0.116
O -3.8212 -5.2865 2.5659  -0.201
C -3.6629 -5.5073 1.1567  -0.234
C -2.9729 -4.3319 0.5249  -0.230
N -3.7116 -3.1013 0.7431  -0.030
C -3.1014 -1.9882 0.0390  -0.212
C -4.0086 -0.7740 0.0983  -0.207
O -3.8415 -0.3314 1.4543  -0.211
C -4.6028 0.8249 1.8350  -0.085
H -3.6403 -7.3101 3.1290  0.085
H -5.2941 -6.7599 2.7907  0.083
H -4.4870 -6.1946 4.2323  0.088
H -4.6492 -5.6244 0.6481  0.135
H -3.0879 -6.4051 0.9886  0.108
H -2.9036 -4.5575 -0.5544  0.130
H -1.9409 -4.3062 0.9034  0.103
H -3.8108 -2.9725 1.7433  0.107
H -3.0154 -2.3419 -0.9806  0.110
H -2.1007 -1.6903 0.3477  0.100
H -5.0520 -1.0748 -0.0866  0.110
H -3.7764 -0.0253 -0.6625  0.099
H -5.6668 0.7646 1.5067  0.087
H -4.1819 1.7205 1.3663  0.078
H -4.5932 0.8322 2.9169  0.077
C -4.5594 -0.6217 -3.6035  -0.101
O -5.5761 -0.8803 -2.6579  -0.221
C -6.6803 0.0185 -2.7436  -0.229
C -7.6760 -0.3571 -1.6715  -0.218
N -8.2010 -1.6854 -1.9532  -0.045
C -9.4990 -1.9979 -1.3299  -0.210
C -10.1100 -3.2040 -2.0108  -0.262
O -11.3936 -3.3752 -1.4683  -0.208
C -12.1197 -4.5095 -1.9602  -0.091
H -5.0516 -0.4677 -4.5770  0.091
H -3.8570 -1.4624 -3.6937  0.086
H -3.9747 0.2691 -3.3539  0.071
H -7.0999 -0.0349 -3.7580  0.121
H -6.2813 1.0631 -2.6558  0.128
H -8.4793 0.3634 -1.8459  0.121
H -7.1886 -0.1011 -0.7398  0.100
H -7.4638 -2.3906 -1.8326  0.125
H -10.1977 -1.1641 -1.4922  0.123
H -9.5259 -2.1979 -0.2484  0.121
H -9.4870 -4.1362 -1.8575  0.138
H -10.1693 -2.9446 -3.0849  0.126
H -11.6360 -5.4128 -1.6001  0.082
H -12.2212 -4.4647 -3.0403  0.082
H -13.1259 -4.4686 -1.5479  0.084
C 6.3813 -3.3303 -6.1688  -0.124
O 5.8370 -2.0929 -6.5100  -0.185
C 6.4339 -1.5970 -7.7091  -0.232
C 5.7944 -0.2833 -7.9657  -0.234
N 4.3445 -0.3007 -8.1031  -0.054
C 3.6865 0.9828 -7.9603  -0.209
C 3.5429 1.4595 -6.5195  -0.258
O 2.9483 0.4326 -5.7967  -0.214
C 2.8961 0.7174 -4.3851  -0.072
H 7.4577 -3.2845 -5.9092  0.098
H 6.2261 -4.1086 -6.9367  0.097
H 5.8970 -3.6237 -5.2468  0.057
H 6.2561 -2.2954 -8.5312  0.125
H 7.5088 -1.4195 -7.6593  0.125
H 6.1447 0.1589 -8.9071  0.125
H 6.2013 0.3377 -7.1537  0.119
H 3.8952 -0.9850 -7.4747  0.107
H 2.7024 1.0136 -8.4642  0.114
H 4.3216 1.7402 -8.4618  0.123
H 2.9999 2.4023 -6.5051  0.120
H 4.5577 1.6595 -6.1530  0.118
H 2.3742 1.6506 -4.2688  0.069
H 3.8932 0.8428 -3.9375  0.091
H 2.2999 -0.0799 -3.9852  0.067
C -3.2891 3.1483 -2.4625  -0.074
O -2.3804 2.6393 -3.4443  -0.234
C -1.8867 3.5887 -4.3759  -0.226
C -0.8401 2.9675 -5.2682  -0.200
N -1.3329 1.7188 -5.8373  -0.051
C -0.3678 0.9723 -6.5821  -0.211
C -0.9675 -0.3946 -6.9580  -0.176
O -1.0246 -1.2852 -5.7892  -0.236
C -1.6829 -2.5296 -6.0425  -0.123
H -2.7918 3.9982 -1.9817  0.079
H -3.5809 2.4158 -1.7316  0.067
H -4.2094 3.5287 -2.9166  0.091
H -1.5387 4.5352 -3.9029  0.131
H -2.7151 3.9602 -5.0085  0.127
H 0.0795 2.8065 -4.6887  0.108
H -0.6047 3.6980 -6.0451  0.124
H -1.8971 1.1816 -5.2131  0.091
H 0.6135 0.8145 -6.1298  0.101
H -0.2476 1.4267 -7.5819  0.126
H -0.3223 -0.8935 -7.6887  0.118
H -1.9630 -0.2429 -7.3767  0.119
H -1.6796 -3.2055 -5.1443  0.091
H -1.1284 -3.0948 -6.8481  0.096
H -2.7406 -2.3380 -6.2831  0.080
C 1.2709 -2.3913 0.0842  -0.073
O 0.2816 -1.5868 -0.5700  -0.213
C 0.6109 -1.1544 -1.8693  -0.220
C -0.4864 -0.1727 -2.2894  -0.182
N -0.2806 1.1487 -1.7241  -0.024
C -0.6423 1.3069 -0.3190  -0.180
C -0.0561 2.6098 0.2448  -0.222
O -0.5272 2.9329 1.5281  -0.195
C -0.0300 2.0799 2.5693  -0.085
H 1.5818 -3.2069 -0.5909  0.077
H 0.9147 -2.8019 1.0069  0.048
H 2.1794 -1.8295 0.3174  0.088
H 0.6154 -2.0281 -2.5371  0.115
H 1.5874 -0.6206 -1.9656  0.106
H -1.4560 -0.5508 -1.9031  0.111
H -0.5547 -0.1468 -3.3769  0.105
H -0.7505 1.7908 -2.3533  0.077
H -0.2431 0.5173 0.2996  0.104
H -1.7196 1.4142 -0.1090  0.115
H -0.2137 3.4841 -0.3943  0.122
H 1.0336 2.4719 0.2665  0.101
H 1.0158 1.9044 2.3534  0.069
H -0.5906 1.1463 2.5732  0.090
H -0.1875 2.5316 3.5420  0.048
C -2.4148 3.1682 4.9738  -0.065
C -2.1410 2.4655 6.2729  -0.450
C -0.8824 1.6643 6.0958  -0.233
O -0.6128 0.9807 7.3028  -0.163
C 0.5103 0.1801 7.2038  -0.125
N -2.0687 3.4633 7.3547  0.052
H -1.4975 3.7059 4.7403  0.072
H -3.2142 3.8764 5.1346  0.072
H -2.6787 2.4532 4.2088  0.074
H -2.8993 1.7313 6.5788  0.149
H -0.1002 2.4019 5.8495  0.128
H -1.0338 0.9473 5.2798  0.123
H 0.3942 -0.5775 6.4187  0.066
H 0.6839 -0.2758 8.1756  0.096
H 1.4053 0.7606 6.9305  0.074
H -1.2274 4.0054 7.2070  0.071
H -1.9564 2.9487 8.2325  0.075
C 3.0983 -5.9193 0.1661  -0.061
C 2.5932 -5.9432 1.5776  -0.464
C 1.1090 -6.2535 1.6565  -0.205
O 0.7260 -6.3057 3.0012  -0.231
C -0.6444 -6.6054 3.2247  -0.085
N 3.4384 -6.8481 2.3307  0.047
H 2.6307 -5.0635 -0.3119  0.054
H 2.7515 -6.8501 -0.2849  0.086
H 4.1852 -5.8707 0.1430  0.084
H 2.8654 -4.9804 2.0119  0.127
H 0.8305 -7.2444 1.2488  0.135
H 0.5062 -5.4378 1.1536  0.133
H -1.2226 -5.7358 2.8920  0.069
H -0.7724 -6.7766 4.2889  0.097
H -0.9523 -7.4275 2.5866  0.082
H 3.0063 -7.0423 3.2156  0.056
H 3.5681 -7.7444 1.8815  0.073
C 3.0835 -3.8212 5.0085  -0.066
C 1.7922 -3.1436 5.4023  -0.432
C 0.8759 -2.9376 4.1548  -0.222
O -0.1141 -2.0203 4.4459  -0.191
C -1.1139 -1.9433 3.4244  -0.057
N 1.2616 -3.9055 6.5168  0.042
H 3.0270 -4.8824 4.7773  0.067
H 3.7676 -3.7784 5.8600  0.084
H 3.4673 -3.3070 4.1274  0.073
H 1.9960 -2.1545 5.8342  0.122
H 0.5363 -3.9299 3.8789  0.110
H 1.5028 -2.5832 3.3153  0.113
H -1.6673 -2.8750 3.3960  0.084
H -0.5832 -1.8307 2.4868  0.069
H -1.7825 -1.1179 3.5746  0.077
H 0.3019 -3.6516 6.7599  0.078
H 1.2697 -4.8948 6.2975  0.065
C -2.5758 9.1843 3.3249  -0.073
C -3.2733 7.8512 3.6439  -0.441
C -2.6263 6.6650 2.9503  -0.207
O -2.8073 6.7831 1.5553  -0.177
C -2.1798 5.7976 0.8327  -0.145
N -3.0487 7.7066 5.0867  0.029
H -3.2067 9.9313 3.8156  0.072
H -2.6838 9.3944 2.2513  0.078
H -1.5291 9.1972 3.6401  0.084
H -4.3270 7.9958 3.3026  0.144
H -2.9677 5.6938 3.3530  0.118
H -1.5410 6.7466 3.1536  0.126
H -1.0605 5.8291 0.9706  0.096
H -2.3215 5.9748 -0.2213  0.072
H -2.5280 4.7669 1.0644  0.090
H -3.2934 8.5522 5.5949  0.071
H -3.6081 6.9483 5.4462  0.065
C 5.7271 -1.6248 -0.8076  -0.074
C 5.2737 -2.7996 -1.6452  -0.458
C 4.3841 -2.2684 -2.7182  -0.200
O 4.0796 -3.3973 -3.5314  -0.211
C 3.1165 -3.2195 -4.5630  -0.083
N 6.5031 -3.2262 -2.2806  0.036
H 6.2577 -0.9802 -1.5276  0.090
H 6.5144 -1.9154 -0.1099  0.076
H 4.9058 -1.0387 -0.3582  0.073
H 4.8464 -3.6384 -1.0778  0.130
H 4.8498 -1.4090 -3.2200  0.133
H 3.3911 -1.9782 -2.3583  0.104
H 3.0994 -4.1017 -5.1878  0.085
H 3.3658 -2.3525 -5.2123  0.086
H 2.1196 -3.0925 -4.1404  0.072
H 7.1622 -3.5617 -1.5436  0.098
H 6.3032 -3.9311 -2.9820  0.062
C 3.6268 1.8757 -1.1044  -0.064
C 4.2052 2.9743 -0.2072  -0.442
C 4.6789 2.3449 1.0909  -0.204
O 5.7726 1.4748 0.7805  -0.217
C 6.3317 0.8447 1.9375  -0.088
N 5.2443 3.6342 -0.9660  0.057
H 3.2233 2.3769 -1.9890  0.074
H 2.8236 1.3330 -0.6473  0.051
H 4.3863 1.1478 -1.4181  0.070
H 3.3947 3.6746 0.0774  0.127
H 3.8772 1.7682 1.5839  0.115
H 5.0535 3.1146 1.7857  0.114
H 6.6774 1.6194 2.6440  0.092
H 7.1441 0.2390 1.5426  0.081
H 5.6443 0.1598 2.4351  0.081
H 6.0436 3.0038 -0.9275  0.078
H 5.4255 4.4944 -0.4583  0.065

Atoms 1-2, force components in eV/Å:
C -1.6 -0.9 -1.0
O 0.7 0.2 0.7